Density functional theory data (the ωB97M-V functional and the def2-TZVPD basis) for a cluster of 14 separate species, C5H40N2O13 in total at a distorted geometry.

CARTESIAN COORDINATES (ANGSTROEM)
N  -0.48000  1.74650  -0.19990
C  -0.00266  0.35393  -0.20687
C  1.53279  0.39016  0.16023
C  1.81376  -0.09923  1.53760
C  1.48968  -1.54819  1.80102
C  -0.10670  -0.40542  -1.50883
N  -1.55605  -0.57417  -1.92375
H  0.09329  2.36289  -0.77240
H  -1.36960  1.85328  -0.70973
H  -0.47420  -0.22976  0.57442
H  2.10123  -0.17545  -0.61138
H  1.88765  1.40439  -0.08590
H  1.26794  0.51484  2.28050
H  2.89016  -0.07012  1.78486
H  1.90193  -2.22025  1.04720
H  1.87771  -1.83348  2.80242
H  0.44108  -1.80955  1.72997
H  0.39497  0.02935  -2.35219
H  0.16868  -1.46289  -1.43001
H  -2.05917  -0.96635  -1.13658
H  -1.94983  0.31413  -2.19956
H  -3.60624  -0.46156  2.93992
H  -4.95601  -0.11214  2.40176
O  -4.45613  -0.86913  2.71063
H  -0.52180  3.55489  2.39684
H  -0.68528  2.20520  1.33685
O  -0.69127  2.60784  2.26858
H  1.70430  4.21504  2.37173
H  1.27523  2.73120  2.00112
O  2.01634  3.36099  2.02859
H  1.51753  4.17368  -2.62116
H  1.94999  3.53783  -1.38093
O  1.37884  3.33332  -2.15377
H  -3.86470  2.67280  -0.65847
H  -2.99230  3.57516  -1.53135
O  -3.11872  2.64636  -1.28371
H  3.56279  4.75672  -0.00878
H  4.20861  3.43644  -0.19278
O  3.68324  4.08336  -0.69346
H  -1.72832  -2.23385  -2.86097
H  -2.33154  -3.59656  -2.15465
O  -1.83034  -3.23190  -2.88489
H  -2.62107  0.93280  1.24248
H  -2.30130  1.92334  2.44695
O  -2.93973  1.26357  2.07958
H  0.95625  -5.62914  -2.12516
H  1.75899  -4.38654  -1.64126
O  0.98865  -4.92539  -1.46304
H  -2.46954  -3.72737  1.04404
H  -3.50882  -2.60422  1.18724
O  -2.63826  -2.80569  0.80109
H  4.72654  1.26684  1.39152
H  3.94994  2.40456  1.96838
O  4.75841  2.22724  1.44732
H  -0.27877  -4.75724  0.20273
H  -1.32246  -5.08272  -0.86655
O  -1.18677  -5.03234  0.07374
H  0.11377  -3.07684  -2.82650
H  0.73665  -2.72097  -4.19106
O  0.90063  -3.23018  -3.38372

Values from the calculation:
Molar mass in g/mol: 336.38
Spin multiplicity: 2
Kohn-Sham gap (alpha / beta) in eV: 2.09 / 9.36
E in eV: -35432.49123
Charge: -1
Energy relative to the best compared isomer or geometry (same formula, charge and spin) in kcal per mole: 0.0
LUMO energy (alpha / beta) in eV: 2.29 / 2.27

=====

Density functional theory data (the ωB97M-V functional and the def2-TZVPD basis) for a structure of composition C26H12F4IN6O5S2Ti.

CARTESIAN COORDINATES (ANGSTROEM)
Ti  -0.69233  -0.20252  -1.84623
C  -4.95148  0.14804  -1.20106
C  -4.14126  0.73555  -0.09157
N  -4.70891  1.01456  1.06499
C  -3.97622  1.55275  2.05135
C  -2.63821  1.85677  1.94855
C  -1.90326  2.50368  3.09251
O  -1.44154  3.81304  2.76956
C  -2.00397  1.55733  0.72513
C  -0.62094  1.92944  0.48964
N  0.08321  1.57928  -0.53446
C  1.34385  2.24357  -0.65124
C  1.47408  3.55546  -0.42100
C  2.76084  4.24682  -0.46858
C  3.89300  3.60956  -0.75620
C  3.90522  2.15154  -1.06700
C  2.52725  1.43707  -1.06858
I  1.97082  0.52217  -2.96554
C  -2.76529  0.98867  -0.28507
O  -2.20854  0.68545  -1.46310
H  -5.97863  0.02433  -0.87006
H  -4.54515  -0.81348  -1.51779
H  -4.92450  0.79671  -2.07859
H  -4.50520  1.75108  2.97750
H  -1.01100  1.93474  3.35647
H  -2.54850  2.51964  3.97411
H  -2.20673  4.37990  2.62599
H  -0.16631  2.58500  1.22720
H  0.59225  4.13713  -0.18091
H  2.76541  5.30747  -0.25602
H  4.83908  4.13471  -0.78892
H  4.49670  1.95553  -1.96385
O  -3.40416  -2.00511  -3.49516
S  -1.99144  -2.16458  -3.37254
O  -1.36848  -3.36195  -3.82599
O  -1.55467  -1.87275  -1.90331
S  -0.98824  -0.53044  -4.14842
F  2.70966  -3.39668  0.75879
C  3.44015  -2.75016  1.67407
C  4.14815  -3.49045  2.58553
F  4.07400  -4.81496  2.50693
C  4.96077  -2.88704  3.57105
C  4.96725  -1.47527  3.55297
C  4.24407  -0.74504  2.64188
F  4.24266  0.58147  2.75794
C  3.47101  -1.35346  1.64870
C  2.73616  -0.59270  0.65550
C  1.55406  -1.00609  0.09862
N  0.54824  -1.09289  -0.48974
C  3.21328  0.58467  -0.01873
N  4.31601  1.25809  0.04939
F  5.66262  -0.80961  4.47003
C  5.70486  -3.64604  4.51790
C  6.56942  -3.06018  5.47913
N  7.29105  -2.65406  6.28040
C  5.65493  -5.06247  4.59094
N  5.65576  -6.20833  4.71274

Values from the calculation:
Molar mass in g/mol: 803.32
Spin multiplicity: 2
Kohn-Sham gap (alpha / beta) in eV: 6.14 / 6.01
E in eV: -110088.89367
Energy relative to the best compared isomer or geometry (same formula, charge and spin) in kcal per mole: 23.0
LUMO energy (alpha / beta) in eV: -2.13 / -2.80

=====

Density functional theory data (the ωB97M-V functional and the def2-TZVPD basis) for a structure of composition C20H23BrCl48O2Si2 at a distorted geometry.

CARTESIAN COORDINATES (ANGSTROEM)
C  -3.47268  2.39533  0.34904
C  -2.81883  3.20364  -0.24310
Si  -1.78770  4.58123  -0.90118
C  -0.01120  3.98437  -1.27868
C  0.84714  4.27114  -0.06969
O  0.58677  3.87138  0.99931
Br  2.46868  5.33395  -0.39935
O  -1.66591  5.75576  0.28020
Si  -1.53942  7.33184  -0.29065
H  -3.93795  1.78104  1.09813
H  -2.37506  5.15450  -2.09661
H  0.36089  4.56169  -2.12292
H  -0.02313  2.91512  -1.47115
H  -2.90163  7.84797  -0.52702
H  -0.83118  7.33490  -1.59404
H  -0.80061  8.10411  0.71318
C  -4.81480  -0.24703  4.06002
Cl  -4.01293  0.71648  2.80056
Cl  -6.56299  -0.19679  3.84612
Cl  -4.23642  -1.91538  4.05978
H  -4.57330  0.19571  5.01679
C  -3.29551  -3.68608  0.38526
Cl  -3.53304  -2.05937  1.02292
Cl  -3.28713  -4.86419  1.70304
Cl  -4.52964  -4.09042  -0.81014
H  -2.32987  -3.71835  -0.10195
C  0.16751  -1.28535  -0.29174
Cl  -0.34893  0.24712  0.41523
Cl  0.31479  -2.53419  0.94968
Cl  -0.95613  -1.79493  -1.55701
H  1.14195  -1.14092  -0.74174
C  -2.00371  2.79623  -4.94974
Cl  -2.09914  4.48236  -4.44452
Cl  -1.89626  1.73368  -3.53515
Cl  -3.39379  2.37904  -5.94780
H  -1.10501  2.66401  -5.53648
C  1.10736  -2.92034  -5.16348
Cl  -0.26082  -1.85659  -5.51212
Cl  2.60623  -2.24696  -5.80107
Cl  1.24869  -3.19438  -3.42595
H  0.92946  -3.86925  -5.64275
C  0.20871  -7.04605  1.63568
Cl  -1.06049  -8.25177  1.85375
Cl  -0.15958  -5.98432  0.27715
Cl  0.45670  -6.11937  3.12121
H  1.13224  -7.55987  1.41322
C  3.84118  -5.36879  0.86677
Cl  3.59874  -7.10990  0.69516
Cl  5.52166  -5.02822  1.28267
Cl  3.35763  -4.53166  -0.60853
H  3.21787  -5.01411  1.67856
C  -4.95802  6.78511  2.47053
Cl  -5.77239  7.70616  1.20191
Cl  -5.89577  6.82606  3.96713
Cl  -4.67093  5.12775  1.95186
H  -3.99924  7.24935  2.66193
C  -2.40427  -6.83772  6.04429
Cl  -2.72434  -8.56861  5.93936
Cl  -0.68879  -6.53419  6.33590
Cl  -2.91744  -6.01600  4.57178
H  -2.96574  -6.43720  6.87743
C  2.44016  -6.06670  8.46908
Cl  3.13242  -5.16484  7.11815
Cl  2.69690  -7.79953  8.26046
Cl  3.11537  -5.51245  10.00169
H  1.37369  -5.88373  8.48434
C  -1.24817  -3.55352  -8.80794
Cl  -2.94276  -3.86469  -9.17871
Cl  -0.70405  -4.57957  -7.47694
Cl  -0.23851  -3.79464  -10.23281
H  -1.15243  -2.52190  -8.49416
C  6.32028  -1.95540  -4.55596
Cl  5.50191  -1.13113  -5.88824
Cl  5.23618  -2.15949  -3.17789
Cl  6.95549  -3.51329  -5.08470
H  7.15207  -1.33987  -4.24143
C  7.09021  -2.72591  3.67927
Cl  5.74360  -1.65497  3.28099
Cl  8.61785  -2.06345  3.09903
Cl  7.15792  -3.02136  5.41729
H  6.92382  -3.67201  3.18428
C  -6.70582  3.17431  -3.39852
Cl  -7.26517  3.20028  -5.07534
Cl  -5.11140  2.43463  -3.28437
Cl  -6.68470  4.80465  -2.72261
H  -7.39935  2.57826  -2.82085
C  2.10962  10.00683  1.08132
Cl  1.14726  10.85633  -0.13274
Cl  1.40949  10.21535  2.68811
Cl  2.25033  8.29417  0.67797
H  3.10172  10.43774  1.08653
C  5.99324  3.37698  0.13081
Cl  6.58299  3.95655  -1.42755
Cl  5.85464  1.61714  0.12814
Cl  7.04507  3.92268  1.43777
H  5.00763  3.79384  0.29454

Values from the calculation:
Molar mass in g/mol: 2133.22
Kohn-Sham gap in eV: 10.47
E in eV: -712081.28373
LUMO energy in eV: 0.05

=====

Density functional theory data (the ωB97M-V functional and the def2-TZVPD basis) for a structure of composition C16H14Cl2N5O5Ta.

CARTESIAN COORDINATES (ANGSTROEM)
Ta  -0.64238  0.02028  0.07899
N  0.20801  -1.05859  1.86552
C  -0.60642  -2.25717  2.19015
C  -1.04539  -2.91402  0.88639
O  -1.27763  -4.10628  0.81230
N  -1.14494  -2.00459  -0.10507
C  -1.53091  -2.46715  -1.42588
C  -1.35209  -1.30576  -2.39356
O  -1.24009  -1.41595  -3.57864
O  -1.33975  -0.11982  -1.74663
H  1.15334  -1.34742  1.62779
H  0.25844  -0.42805  2.66085
H  -1.49733  -1.92116  2.71911
H  -0.06318  -2.96942  2.80716
H  -2.58038  -2.77815  -1.45427
H  -0.93583  -3.31835  -1.75721
O  0.83376  1.48141  0.25004
N  2.00482  1.42326  -0.32391
N  2.20726  0.30050  -0.85415
O  1.30793  -0.63600  -0.80437
C  3.44383  0.03914  -1.54698
C  4.55282  0.83343  -1.29956
C  5.71967  0.56223  -1.99315
C  5.76660  -0.48301  -2.90697
C  4.64341  -1.26420  -3.13294
C  3.46410  -1.00857  -2.44996
H  4.49869  1.64044  -0.58395
H  6.59726  1.16839  -1.81473
H  6.68336  -0.68845  -3.44310
H  4.67807  -2.07556  -3.84688
H  2.57351  -1.59705  -2.61320
Cl  -3.12198  0.07483  3.70382
C  -3.52441  1.48153  2.76213
C  -4.49638  2.34318  3.23465
C  -4.81552  3.47840  2.50706
C  -4.15388  3.74795  1.31873
C  -3.18521  2.87563  0.86177
Cl  -2.34416  3.22865  -0.61486
C  -2.84395  1.70281  1.55788
N  -1.90061  0.85333  1.06727
H  -4.99424  2.12030  4.16789
H  -5.57619  4.15606  2.86895
H  -4.38202  4.63299  0.74153

Values from the calculation:
Molar mass in g/mol: 608.17
Kohn-Sham gap in eV: 7.44
E in eV: -61105.89462
Energy relative to the best compared isomer or geometry (same formula, charge and spin) in kcal per mole: 1.7
LUMO energy in eV: -0.78

=====

Density functional theory data (the ωB97M-V functional and the def2-TZVPD basis) for an isolated molecule of C5H8N2 at a distorted geometry.

CARTESIAN COORDINATES (ANGSTROEM)
C  -0.80439  1.07911  1.69258
C  -0.09413  0.63492  0.43833
C  1.10225  -0.24243  0.48840
N  -0.19454  -0.77301  0.09197
C  -0.41738  -1.12583  -1.30098
C  0.57335  -0.59778  -2.26489
N  1.39673  -0.18996  -2.96799
H  -1.88313  1.18559  1.52936
H  -0.41228  2.04434  2.03316
H  -0.65307  0.34553  2.49153
H  -0.12291  1.33785  -0.39817
H  1.85803  -0.10604  -0.28346
H  1.47557  -0.60083  1.44492
H  -0.41372  -2.21648  -1.39516
H  -1.41039  -0.77499  -1.59962

Values from the calculation:
Molar mass in g/mol: 96.13
SMILES: C[C@H]1CN1CC#N
Kohn-Sham gap in eV: 10.80
E in eV: -8293.36425
Energy relative to the best compared isomer or geometry (same formula, charge and spin) in kcal per mole: 37.6
LUMO energy in eV: 0.97

=====

Q: What is the molar mass in the fifth record?
A: 96.13 g/mol